i | The molecule C5H7NO, computed with ωB97M-V/def2-TZVPD.

Each line ends with the Mulliken charge.
Geometry (Å):
N 0.00 -0.80 0.42  -0.33
C -0.81 0.22 0.05  0.55
C -2.40 -0.28 -0.02  -0.11
C 1.50 -0.58 0.53  -0.23
C -0.61 1.48 -0.33  -0.86
C 2.34 -0.44 -0.49  -0.58
O -3.32 0.49 -0.22  -0.46
H -0.34 -1.28 1.25  0.29
H -2.56 -1.37 0.08  0.33
H 1.85 -0.61 1.56  0.26
H 0.38 1.91 -0.37  0.33
H -1.44 2.13 -0.59  0.28
H 1.99 -0.45 -1.52  0.27
H 3.42 -0.42 -0.34  0.26

## Properties
Total charge ... 0
LUMO ... 0.61 eV
Molar mass ... 97.117 g mol⁻¹
SMILES ... C=CNC(=C)C=O



ii | The molecule C5H7NO, computed with ωB97M-V/def2-TZVPD.

Each line ends with the Mulliken charge.
Geometry (Å):
O 1.07 1.65 -0.93  -0.68
C 0.99 0.43 -1.15  0.11
N 1.21 -0.47 0.04  -0.17
C 0.75 -0.03 1.19  -0.59
C -1.55 -0.09 0.97  -0.72
C -1.38 -0.08 -0.37  0.50
C -0.72 -0.05 -1.45  -0.81
H 1.51 -0.05 -2.00  0.35
H 1.22 -1.47 -0.12  0.28
H 0.76 1.06 1.28  0.36
H 0.75 -0.67 2.05  0.39
H -1.80 -1.01 1.49  0.28
H -1.83 0.84 1.48  0.31
H -0.98 -0.05 -2.49  0.39

## Properties
Total charge ... 0
LUMO ... 0.48 eV
Molar mass ... 97.117 g mol⁻¹



iii | The molecule C5H7NO, computed with ωB97M-V/def2-TZVPD.

Each line ends with the Mulliken charge.
Geometry (Å):
C 1.02 -0.39 -1.54  -0.93
N 0.26 0.16 -0.44  0.14
C -0.44 1.47 -0.44  -0.23
C -1.19 1.68 0.66  -0.94
C -1.05 0.35 1.39  -0.34
C -0.02 -0.45 0.66  0.44
O 0.51 -1.65 0.93  -0.50
H 0.34 -0.83 -2.28  0.32
H 1.70 -1.16 -1.17  0.32
H 1.59 0.41 -2.01  0.32
H -0.20 2.08 -1.30  0.30
H -1.97 -0.21 1.18  0.27
H -0.95 0.37 2.48  0.47
H 0.39 -1.84 1.87  0.35

## Properties
Total charge ... 0
LUMO ... 0.21 eV
Molar mass ... 97.117 g mol⁻¹



iv | The molecule C5H7NO, computed with ωB97M-V/def2-TZVPD.

Each line ends with the Mulliken charge.
Geometry (Å):
C 1.08 -0.28 -1.95  -1.14
C 0.41 0.27 -0.74  0.77
C -0.58 1.20 -0.64  -0.70
O -1.26 1.03 0.57  -0.37
C -0.62 0.03 1.23  0.25
N -1.07 -0.45 2.45  -0.52
C 0.42 -0.43 0.50  -0.44
H 1.97 -0.85 -1.68  0.32
H 1.34 0.46 -2.70  0.35
H 0.37 -0.99 -2.39  0.24
H -1.00 1.89 -1.36  0.42
H -1.82 0.02 2.92  0.24
H -0.30 -0.70 3.06  0.23
H 1.09 -1.24 0.78  0.36

## Properties
Total charge ... 0
LUMO ... 1.01 eV
Molar mass ... 97.117 g mol⁻¹
SMILES ... Cc1coc(N)c1



Which structure wins on stability? iv wins.



i | A structure of composition C5H7NO, computed with ωB97M-V/def2-TZVPD.

Each line ends with the Mulliken charge.
Geometry (Å):
O -2.30 0.47 1.94  -0.14
C -2.25 -0.53 1.40  0.07
C -0.44 -0.92 -0.98  -0.22
C 0.39 0.29 -1.19  0.05
C 0.54 1.11 0.08  -0.57
C 1.07 -0.18 0.72  -0.28
N 0.98 -0.94 -0.57  -0.45
H -1.66 -1.09 -0.38  0.04
H -0.60 -1.54 -1.86  0.27
H 0.66 0.61 -2.19  0.33
H -0.36 1.57 0.48  0.16
H 1.32 1.88 -0.01  0.26
H 0.47 -0.62 1.53  0.21
H 2.11 -0.14 1.04  0.27

## Properties
Total charge ... 0
LUMO ... 0.96 eV
Molar mass ... 97.117 g mol⁻¹



ii | The molecule C5H7NO, computed with ωB97M-V/def2-TZVPD.

Each line ends with the Mulliken charge.
Geometry (Å):
C -0.28 1.56 -1.10  -1.26
C -0.42 0.72 0.17  -0.46
C 0.23 -0.64 0.24  1.14
C 0.15 -1.38 1.50  -0.68
O -0.84 -1.62 0.53  -0.45
C 1.13 -1.09 -0.81  -0.15
N 1.79 -1.49 -1.67  -0.41
H 0.61 2.21 -1.10  0.33
H -1.16 2.19 -1.19  0.35
H -0.23 0.94 -1.99  0.39
H -0.22 1.32 1.07  0.32
H -1.42 0.30 0.29  0.32
H 0.80 -2.22 1.68  0.32
H -0.15 -0.80 2.38  0.26

## Properties
Total charge ... 0
LUMO ... 0.86 eV
Molar mass ... 97.117 g mol⁻¹
SMILES ... CC[C@@]1(C#N)CO1



Which structure wins on stability? ii wins.



i | A structure of composition C4H8NOP, computed with ωB97M-V/def2-TZVPD.

Each line ends with the Mulliken charge.
Geometry (Å):
C -0.96 0.81 -0.13  0.58
C -0.26 0.56 1.22  -0.70
C 0.95 1.05 0.42  0.62
C 2.12 0.12 0.23  -1.22
N 0.14 1.24 -0.76  -0.71
O -2.28 0.70 -0.43  -0.47
P -3.77 -0.24 0.13  0.07
H -0.71 1.27 1.99  0.25
H -0.06 -0.39 1.66  0.31
H 1.34 2.15 0.74  0.24
H 2.12 -0.62 -0.65  0.30
H 2.17 -0.52 1.16  0.27
H 3.08 0.67 0.15  0.28
H -3.75 -0.98 -1.06  0.09
H -4.71 0.74 -0.28  0.09

## Properties
Total charge ... 0
LUMO ... -0.01 eV
Molar mass ... 117.088 g mol⁻¹



ii | A cluster of 2 separate species, C4H8NOP in total, computed with ωB97M-V/def2-TZVPD.

Each line ends with the Mulliken charge.
Geometry (Å):
C -1.64 0.26 -0.55  0.07
C -1.38 -0.56 1.73  -1.37
C 1.12 1.47 -0.90  -1.19
C -0.75 0.00 0.51  0.81
N -2.44 0.34 -1.37  -0.49
O 1.67 -1.44 -0.73  -0.56
P 0.78 0.54 0.71  -0.01
H -2.19 0.23 1.94  0.27
H -1.94 -1.45 1.50  0.32
H -0.72 -0.59 2.52  0.45
H 2.15 1.79 -0.96  0.34
H 0.37 2.16 -0.97  0.43
H 0.89 0.71 -1.63  0.35
H 2.52 -1.05 -1.10  0.32
H 1.56 -2.40 -0.71  0.27

## Properties
Total charge ... 0
LUMO ... 0.05 eV
Molar mass ... 117.088 g mol⁻¹
SMILES ... C/P=C(/C)C#N.O



Which structure wins on stability? ii wins.



i | The molecule C6H13NO, computed with ωB97M-V/def2-TZVPD.

Each line ends with the Mulliken charge.
Geometry (Å):
C 0.44 0.34 -0.24  -0.21
C -0.39 -0.59 -1.01  0.32
C -0.44 0.86 1.07  0.18
C 0.88 0.16 1.18  -0.67
C -1.39 -1.54 -0.38  -1.46
C -0.56 2.33 1.28  -1.54
N 1.05 -1.47 -1.42  -0.52
O 2.30 -1.05 -2.04  -0.42
H 2.13 -1.09 -2.99  0.33
H 1.35 -1.94 -0.57  0.29
H 0.85 1.16 -0.81  0.33
H -0.76 -0.16 -1.93  0.36
H -1.30 0.31 1.43  0.40
H 1.74 0.75 1.48  0.28
H 0.88 -0.84 1.60  0.24
H -1.01 -2.00 0.53  0.30
H -2.33 -1.02 -0.13  0.38
H -1.64 -2.34 -1.08  0.40
H 0.25 2.88 0.80  0.31
H -0.54 2.56 2.35  0.36
H -1.51 2.70 0.89  0.34

## Properties
Total charge ... 0
LUMO ... 1.08 eV
Molar mass ... 115.176 g mol⁻¹
SMILES ... C[C@@H]1C[C@H]1[C@H](C)NO



ii | A cluster of 2 separate species, C6H13NO in total, computed with ωB97M-V/def2-TZVPD.

Each line ends with the Mulliken charge.
Geometry (Å):
C 2.78 0.12 0.50  -0.73
C 0.19 -1.28 -1.72  -1.07
C 0.91 -0.30 -0.84  0.19
N 1.69 -0.76 0.11  -0.45
H 1.09 0.69 -1.30  0.35
H 2.85 0.14 1.59  0.24
H 3.73 -0.28 0.12  0.30
H 2.67 1.16 0.16  0.32
H -0.78 -0.86 -2.00  0.27
H 0.76 -1.44 -2.64  0.35
H 0.03 -2.23 -1.21  0.28
C -1.97 1.51 0.02  -1.18
C -1.25 0.39 0.70  0.95
C -1.89 -0.74 1.07  -1.09
O -0.15 0.85 1.52  -0.49
H 0.14 0.09 2.06  0.31
H -1.79 1.48 -1.05  0.25
H -3.06 1.45 0.17  0.36
H -1.65 2.50 0.38  0.30
H -2.92 -0.93 0.77  0.27
H -1.38 -1.55 1.58  0.27

## Properties
Total charge ... 0
LUMO ... 0.84 eV
Molar mass ... 115.176 g mol⁻¹
SMILES ... C/C=N/C.C=C(C)O



iii | The molecule C6H13NO, computed with ωB97M-V/def2-TZVPD.

Each line ends with the Mulliken charge.
Geometry (Å):
C -0.29 0.37 -2.58  -0.98
C -1.20 -0.13 -1.44  -0.39
N -0.53 0.05 -0.13  0.19
C -1.46 0.53 0.94  -0.62
C -0.80 1.71 1.69  -1.21
C 0.31 -1.01 0.39  -0.59
C 1.70 -0.59 0.72  0.04
O 2.68 -1.23 0.45  -0.49
H 0.67 0.00 -2.20  0.22
H -0.53 -0.09 -3.53  0.36
H -0.18 1.47 -2.82  0.26
H -1.27 -1.19 -1.78  0.21
H -2.20 0.28 -1.28  0.35
H -1.87 -0.24 1.60  0.37
H -2.44 0.88 0.54  0.38
H 0.09 1.47 2.29  0.24
H -0.34 2.49 1.11  0.34
H -1.57 2.23 2.24  0.39
H 0.48 -1.91 -0.27  0.30
H -0.09 -1.44 1.34  0.37
H 1.85 0.35 1.29  0.25

## Properties
Total charge ... 0
LUMO ... 1.02 eV
Molar mass ... 115.176 g mol⁻¹
SMILES ... CCN(CC)CC=O



iv | The molecule C6H13NO, computed with ωB97M-V/def2-TZVPD.

Each line ends with the Mulliken charge.
Geometry (Å):
C 0.14 1.53 0.10  0.32
C 0.58 0.76 -1.12  -0.68
C -0.79 -2.56 -0.25  -0.71
C 0.67 0.57 1.42  -1.22
C -1.36 1.74 0.22  -1.39
C 0.60 -0.69 -0.62  0.45
O -0.68 -1.19 -0.60  -0.27
N 1.62 -1.47 -0.59  -0.78
H 0.69 2.47 0.21  0.43
H 2.44 -1.07 -1.04  0.25
H -0.13 0.86 -1.94  0.30
H 1.59 1.04 -1.42  0.34
H -0.35 -3.18 -1.03  0.28
H -0.27 -2.77 0.69  0.33
H -1.86 -2.76 -0.14  0.23
H -1.61 2.18 1.18  0.38
H 1.75 0.68 1.46  0.33
H 0.25 1.12 2.26  0.50
H 0.33 -0.44 1.67  0.28
H -1.70 2.40 -0.58  0.37
H -1.88 0.79 0.12  0.27

## Properties
Total charge ... 0
LUMO ... 1.00 eV
Molar mass ... 115.176 g mol⁻¹
SMILES ... [H]/N=C(\CC(C)C)OC



Which structure wins on stability? iv wins.